Entry 1:
116
Properties=species:S:1:pos:R:3:forces:R:3 method="wB97M-V/def2-TZVPD" charge=+1 energy_ha=-5105.1377 orbital_gap_ha=0.1764 lumo_ev=-5.4 homo_energy_ev=-10.22
C -0.07278 -9.27289 -0.72873 0.4 1.2 0.0
C -0.22592 -7.75055 -1.17902 -0.2 -0.6 -0.2
C -0.71981 -7.68539 -2.69636 -0.1 -1.4 1.1
O 0.30514 -7.30478 -3.62974 -0.1 0.9 -0.2
C 0.47598 -5.89492 -3.73270 -0.9 0.7 0.3
C 1.60954 -5.36361 -2.79400 -1.5 0.8 1.2
C 1.17480 -4.61017 -1.60074 3.0 -0.3 -0.3
C 2.19866 -4.11858 -0.65522 -0.9 -1.3 -3.0
C 1.73541 -3.36726 0.62873 0.7 -0.9 -0.1
O 2.55944 -3.14501 1.46200 -0.6 0.4 -0.4
O 0.39515 -3.05331 0.73572 1.0 -0.8 -0.2
C 3.60567 -4.39044 -1.01497 -2.1 -0.5 -0.5
C 3.90284 -5.13284 -2.20924 0.1 0.8 1.3
N 2.93102 -5.62218 -3.09549 -1.9 1.4 3.1
P 3.60117 -6.56133 -4.46146 1.8 -1.0 -2.2
O 2.58828 -6.65968 -5.77548 0.3 -0.8 2.3
Br 3.66442 -8.69024 -3.65124 -0.5 1.0 -0.2
H -0.06718 -9.28803 0.39050 -0.1 -0.4 -1.0
H 0.94269 -9.61033 -1.08259 -1.2 0.0 0.3
H -0.89804 -9.89447 -1.17177 0.9 0.5 0.7
H 0.77237 -7.26054 -1.02578 -0.9 -0.3 -0.3
H -0.95913 -7.21537 -0.51922 0.5 -0.5 -0.6
H -0.97990 -8.75071 -2.96412 0.3 1.2 0.0
H -1.67839 -7.10962 -2.79397 1.0 -0.1 -0.2
H 0.60887 -5.54007 -4.79594 0.2 -0.7 1.1
H -0.49845 -5.42202 -3.40244 1.2 -0.2 -0.2
H 0.08181 -4.43869 -1.43342 1.3 -0.2 -0.3
H -0.13324 -3.87770 0.71834 0.2 0.6 0.0
H 4.39749 -4.02836 -0.31746 -0.6 -0.5 -0.9
H 4.98951 -5.33317 -2.42630 -1.3 0.0 -0.1
H 2.22071 -7.57479 -5.76729 -0.3 0.7 -0.3
C 0.58408 1.65835 4.06688 0.1 0.1 -0.1
C 0.71127 0.84424 2.78343 -0.4 0.0 0.3
C -0.17970 1.36036 1.63862 0.1 -0.2 -0.2
O -1.55321 1.02428 1.76533 0.2 0.3 -0.1
C -2.29400 1.88349 2.61919 -0.2 -0.3 0.0
N 0.43962 -0.56710 3.08562 0.0 0.0 -0.4
H -0.33896 1.44590 4.60948 0.0 -0.1 -0.1
H 1.40901 1.43195 4.74357 -0.1 0.0 -0.1
H 0.61748 2.72916 3.85747 0.0 -0.1 0.1
H 1.75140 0.92797 2.45049 -0.1 0.0 -0.1
H 0.15312 0.88228 0.71065 -0.1 -0.1 0.0
H -0.05793 2.44102 1.49144 0.0 0.0 0.1
H -1.94291 2.91741 2.56861 0.0 0.0 0.0
H -2.25484 1.51759 3.64748 0.0 0.2 0.1
H -3.33722 1.85787 2.30114 0.1 0.0 -0.1
H 0.61963 -1.11986 2.25040 0.1 0.0 0.2
H -0.56629 -0.65780 3.22165 0.1 0.0 0.1
C -4.41268 8.11192 1.58761 0.1 0.3 -0.1
C -4.29124 7.27147 2.85487 -0.2 -0.1 -0.3
C -3.44709 5.99674 2.66989 0.0 0.0 0.3
O -4.11294 4.94455 1.98651 0.4 0.2 0.0
C -4.09837 5.05820 0.57204 -0.3 -0.2 0.1
N -5.63776 6.96156 3.34858 0.2 -0.2 0.1
H -5.10940 7.68483 0.86522 0.0 -0.1 0.1
H -4.77885 9.11186 1.82988 0.0 -0.1 0.0
H -3.44095 8.22653 1.09852 -0.1 0.0 0.0
H -3.78667 7.88981 3.60444 0.0 -0.1 0.0
H -3.21671 5.59930 3.66397 -0.1 0.0 0.0
H -2.48296 6.21807 2.19351 -0.1 0.1 -0.1
H -3.16999 5.50567 0.20473 0.0 0.1 0.1
H -4.96039 5.63462 0.23193 0.1 0.1 -0.2
H -4.18872 4.05578 0.15164 0.0 0.0 0.1
H -5.55597 6.48648 4.24471 -0.1 0.1 0.0
H -6.02911 6.24945 2.73370 0.0 0.2 0.0
C -7.55410 2.91384 -4.51785 0.0 -0.2 -0.2
C -6.73353 4.16060 -4.20237 -0.2 -0.2 0.3
C -5.54557 3.89355 -3.25931 0.1 0.3 -0.1
O -5.90287 3.73311 -1.89369 0.2 -0.2 -0.3
C -6.35691 2.43503 -1.55134 -0.1 0.2 0.3
N -7.62796 5.19313 -3.66724 0.3 0.1 0.1
H -8.20128 2.61638 -3.69182 0.1 0.1 0.0
H -8.20056 3.09383 -5.37935 0.0 0.1 0.1
H -6.90442 2.06883 -4.76434 0.0 0.0 0.0
H -6.32152 4.52341 -5.14962 0.1 0.1 0.1
H -4.89033 4.76997 -3.28817 -0.1 0.0 0.1
H -4.94173 3.04367 -3.60325 -0.1 -0.1 0.0
H -5.84263 1.65602 -2.12136 0.0 0.0 -0.1
H -7.43674 2.36113 -1.69505 0.0 -0.2 -0.1
H -6.15541 2.27782 -0.48987 0.1 0.1 0.0
H -7.09952 6.05478 -3.54992 -0.1 0.0 -0.1
H -7.86455 4.92449 -2.71322 -0.1 0.0 -0.1
C 7.29819 -6.37286 -5.62972 -0.2 -0.2 -0.1
C 6.93465 -5.14161 -4.80772 0.6 0.0 -0.2
C 7.39671 -3.81722 -5.44283 -0.1 0.2 0.2
O 8.78122 -3.55277 -5.30086 -0.3 -0.1 -0.2
C 9.61039 -4.19980 -6.25461 0.3 0.1 0.2
N 7.46741 -5.30193 -3.44768 -0.4 0.2 0.1
H 8.35326 -6.63473 -5.55021 0.0 0.1 0.0
H 6.72826 -7.24093 -5.28638 0.1 0.0 0.1
H 7.06251 -6.22164 -6.68666 0.0 0.0 0.1
H 5.84206 -5.10950 -4.74401 0.1 0.2 0.0
H 6.88819 -2.99891 -4.92190 0.1 0.0 0.0
H 7.09462 -3.74902 -6.49550 0.1 -0.1 0.0
H 9.12556 -4.28314 -7.23099 -0.1 0.0 0.0
H 9.90698 -5.18609 -5.89186 0.0 -0.1 -0.2
H 10.51737 -3.60515 -6.36867 -0.1 0.0 0.0
H 7.14019 -4.52454 -2.87667 0.1 0.0 0.0
H 8.47458 -5.15503 -3.49590 -0.1 -0.2 0.1
C -0.29989 4.70907 6.66417 -0.3 -0.1 0.0
C 0.94706 3.95247 7.11226 0.0 0.4 -0.1
C 1.62371 4.56082 8.35457 0.2 -0.2 0.0
O 2.37859 5.73491 8.09618 -0.3 -0.1 0.2
C 1.61515 6.92773 8.03373 0.3 0.1 -0.2
N 1.87683 3.86007 5.98050 0.2 0.1 0.2
H -0.06362 5.64222 6.15090 0.1 0.0 0.1
H -0.88237 4.10104 5.96731 0.1 0.0 0.0
H -0.94462 4.94179 7.51631 0.0 0.0 0.0
H 0.63037 2.93827 7.37788 0.1 0.0 0.1
H 2.34294 3.82989 8.73702 0.0 0.1 -0.1
H 0.90069 4.73548 9.16147 -0.1 0.1 -0.1
H 0.77136 6.91241 8.72909 0.0 -0.1 -0.1
H 1.26415 7.10030 7.01392 -0.2 0.1 0.1
H 2.26889 7.75918 8.30160 0.0 -0.1 0.0
H 2.66224 3.27216 6.25137 -0.1 -0.1 -0.1
H 2.29716 4.78053 5.85792 -0.1 -0.1 0.0



Entry 2:
115
Properties=species:S:1:pos:R:3:forces:R:3 method="wB97M-V/def2-TZVPD" charge=+1 energy_ha=-2758.2443 orbital_gap_ha=0.3000 lumo_ev=-2.0 homo_energy_ev=-10.14
C 1.72491 5.68720 0.04987 -1.6 -0.3 0.7
C 0.21905 5.20133 0.07689 1.7 -0.1 -0.9
O 0.07345 4.47718 1.29442 -0.7 -0.1 -0.1
C -1.25189 4.04003 1.52291 -1.3 0.3 0.1
C -1.78436 2.99252 0.48684 0.0 0.2 -0.7
C -0.82814 1.77682 0.25039 0.9 0.9 -0.3
C -1.14536 1.17109 -1.19355 -1.7 1.5 1.0
P -0.42011 2.11943 -2.64256 3.2 1.2 0.2
C -1.45310 3.58780 -3.17603 -1.2 0.1 -0.6
C -0.89992 4.28452 -4.49749 -0.3 -0.7 -0.2
C -0.10186 1.15865 -4.20290 -1.4 -0.1 -1.9
C -1.31261 1.10272 -5.25743 0.7 -0.3 0.3
N -1.09378 -0.36013 -1.08816 -2.3 1.9 -0.5
C 0.12654 -1.06544 -1.53194 1.8 -1.6 0.1
C 1.50956 -0.35060 -1.51654 1.3 -0.5 -1.1
F 1.70728 0.71678 -0.67399 -0.6 -0.3 -0.1
C -2.29174 -0.70031 -1.96618 -1.8 -1.5 -0.7
C -2.45980 -2.19375 -2.39790 0.6 -0.6 -2.9
C -2.14065 -2.28143 -3.96267 -0.3 -1.0 0.5
O -3.82030 -2.64141 -2.31337 0.5 0.9 1.0
C -1.50694 -0.51806 0.35206 -1.7 -0.9 3.9
C -1.61363 -1.97452 0.93730 0.9 -0.7 0.2
C -2.84159 -2.27161 1.85553 -0.6 -0.5 -0.6
C -4.26006 -2.16923 1.18130 -0.2 0.2 0.2
C -5.08788 -0.86821 1.48828 -0.5 -1.5 0.5
N -6.53638 -1.25722 1.43933 1.0 0.6 0.1
C -0.84865 0.57412 1.31495 1.2 0.5 -1.9
B -1.71628 0.91426 2.67070 -0.3 -0.1 1.2
N -3.15283 1.29311 2.64366 0.8 0.1 -0.1
O -1.13532 0.82696 3.98771 -0.9 -0.2 -2.0
P 0.81927 0.10120 2.12739 1.0 -1.0 1.2
C 1.97067 1.60199 2.01543 0.2 0.0 -0.3
O 1.54633 -1.20367 1.25156 -0.4 1.4 -0.7
H 2.32286 4.79998 0.35473 -0.1 0.7 -0.4
H 1.80654 6.46660 0.84014 0.3 -0.4 -0.7
H 1.97658 6.05554 -0.96307 0.1 -0.1 0.7
H -0.50245 6.04413 -0.03848 0.3 -0.5 0.4
H 0.10751 4.50834 -0.79472 -0.1 0.4 0.5
H -1.34982 3.69988 2.58521 0.5 0.1 -0.8
H -1.93815 4.92814 1.44250 0.4 -0.6 0.1
H -2.85296 2.70300 0.66054 0.9 0.2 0.2
H -1.82264 3.54617 -0.48932 0.1 -0.4 0.7
H 0.16870 2.28464 0.20328 -0.6 -0.9 0.1
H -2.22914 1.47466 -1.25655 0.6 -1.1 0.0
H -1.47809 4.41453 -2.42650 0.1 -1.1 -0.1
H -2.50807 3.25791 -3.33839 0.6 0.5 0.0
H -0.66832 5.35479 -4.32922 -0.1 -0.7 0.0
H 0.00896 3.78734 -4.89641 -0.4 0.4 0.3
H -1.66972 4.21043 -5.30320 0.6 0.2 0.7
H 0.25291 0.11633 -4.10230 -0.1 0.7 0.5
H 0.70943 1.70147 -4.74933 -0.4 -0.4 0.9
H -2.29888 1.19016 -4.75393 0.5 -0.2 -0.4
H -1.23085 0.13387 -5.80592 -0.3 0.8 0.3
H -1.22482 1.93123 -5.98912 -0.1 -0.5 0.5
H 0.25056 -2.00037 -0.92868 -0.5 1.0 -0.1
H 0.05847 -1.47381 -2.57082 -0.5 0.8 0.7
H 2.28318 -1.11918 -1.26870 -0.8 0.5 0.0
H 1.78898 -0.01485 -2.54613 -0.5 0.1 0.8
H -3.25794 -0.42565 -1.47547 1.1 -0.1 0.1
H -2.29304 -0.09046 -2.90052 0.7 -0.4 0.8
H -1.76797 -2.93233 -1.94286 -0.4 0.7 0.3
H -2.61613 -3.23108 -4.31573 0.5 0.7 0.2
H -1.05349 -2.38891 -4.17497 -0.6 0.5 0.0
H -2.63259 -1.46809 -4.53357 0.5 -0.3 0.4
H -3.81680 -3.60276 -2.29367 0.0 0.0 0.0
H -2.57324 -0.19386 0.50249 0.7 0.0 -1.4
H -0.71155 -2.25070 1.54003 -0.5 0.5 -0.6
H -1.64143 -2.75574 0.13473 -0.1 0.8 0.5
H -2.87427 -1.71580 2.82195 0.3 -0.1 -0.7
H -2.72846 -3.34666 2.15218 0.1 0.9 -0.2
H -4.26675 -2.31990 0.07784 0.4 -0.1 0.7
H -4.87112 -3.00435 1.60470 0.4 0.7 -0.4
H -4.89781 -0.62253 2.56124 0.1 0.2 -1.0
H -4.87302 -0.01469 0.80960 0.1 -0.4 0.6
H -6.95675 -0.84449 2.26532 -0.5 0.0 -0.5
H -6.96896 -0.90601 0.59231 -0.2 0.0 0.3
H -3.17485 2.29915 2.85143 -0.3 -0.2 -0.3
H -3.58466 0.87260 3.47003 0.1 0.3 -0.1
H -1.34932 -0.06677 4.29241 0.5 0.1 0.5
H 1.41264 2.54817 1.83381 0.3 -0.6 0.0
H 2.75586 1.46685 1.23429 -0.8 0.1 0.4
H 2.52671 1.74677 2.97342 -0.7 -0.4 -0.6
H 1.91843 -1.81478 1.89166 -0.1 0.1 0.3
C 8.40266 1.99604 2.06058 0.1 0.1 0.0
O 8.26159 2.40653 0.70945 -0.2 -0.1 0.2
C 7.13491 1.81738 0.07491 0.2 0.4 -0.3
C 5.98902 2.80813 -0.04432 -0.2 -0.4 0.2
O 5.44150 3.12186 1.23157 0.2 0.2 -0.1
C 5.85680 4.39585 1.70079 -0.1 0.0 0.1
H 9.18079 2.60585 2.51845 0.0 0.0 -0.1
H 7.47528 2.13414 2.62214 0.0 0.0 0.0
H 8.70988 0.94636 2.10448 0.0 0.0 0.1
H 6.81386 0.91474 0.60398 -0.1 0.1 0.0
H 7.45158 1.52558 -0.93100 0.0 0.0 0.0
H 5.18671 2.34848 -0.63084 0.0 0.0 -0.1
H 6.31216 3.71441 -0.56482 0.1 0.0 0.0
H 5.38219 5.18683 1.11128 0.1 0.1 0.0
H 6.94281 4.50485 1.65917 0.0 0.0 0.0
H 5.53615 4.49419 2.73778 0.0 -0.1 0.0
C 1.20855 -7.18055 3.52245 0.1 -0.1 -0.1
O 0.92900 -8.03537 2.42501 -0.2 0.3 0.1
C -0.46324 -8.27451 2.25997 0.3 -0.2 -0.4
C -1.02699 -7.46326 1.10618 -0.3 0.0 0.4
O -1.02791 -6.06861 1.40541 0.2 0.1 -0.2
C 0.01982 -5.37454 0.75381 -0.1 0.0 0.1
H 2.26580 -6.91895 3.48504 0.0 -0.1 0.0
H 0.61910 -6.26083 3.47701 0.0 0.0 0.0
H 1.01058 -7.70089 4.46438 0.0 0.1 0.1
H -1.00971 -8.06647 3.18455 0.0 0.1 0.0
H -0.58000 -9.33720 2.02994 -0.1 0.0 0.0
H -2.06885 -7.75540 0.94658 0.0 0.0 0.0
H -0.47359 -7.66483 0.18428 0.1 0.0 0.1
H -0.18051 -5.31963 -0.32299 0.1 0.0 -0.1
H 0.98822 -5.85000 0.92581 0.0 0.0 -0.1
H 0.05369 -4.36124 1.15492 0.0 0.0 0.0